(1)
This record from OMol25 describes the molecule C3H4FNO. The level of theory is ωB97M-V/def2-TZVPD.

- Structure (SMILES): FC1=CCNO1
- LUMO: 0.988 eV
- Highest occupied orbital energy: -8.98 eV
- HOMO-LUMO gap: 0.36615 hartree
- Energy above the lowest of the compared OMol25 structures with the same formula, charge and spin: 69.4 kcal per mole
- Total energy: -346.4581 Ha

Geometry as XYZ:
```
10
Properties=species:S:1:pos:R:3:forces:R:3
F 2.495684 -0.621961 -0.049561 0.487 0.114 -0.338
C 1.249152 -0.290477 -0.060352 -2.848 2.844 0.692
C 0.110831 -0.972071 -0.001172 1.286 1.033 -0.322
C -0.991508 -0.025347 0.332983 1.102 1.549 -2.168
N -0.416210 1.329222 -0.112220 0.413 -0.852 1.337
O 0.973743 1.138330 0.070992 2.391 -1.641 0.259
H 0.091286 -1.986517 -0.195974 -0.398 -1.891 0.038
H -1.860892 -0.085781 -0.253745 -1.380 -0.693 -0.575
H -1.226592 -0.090157 1.374246 -0.151 0.615 0.739
H -0.425495 1.604763 -1.105199 -0.901 -1.078 0.338
```
Forces are in eV/Å.

***

(2)
This record from OMol25 describes a 4-piece molecular cluster, C2H11NO4 overall. The level of theory is ωB97M-V/def2-TZVPD.

- Structure (SMILES): CNC=O.O.O.O
- LUMO: 0.839 eV
- Highest occupied orbital energy: -9.74 eV
- HOMO-LUMO gap: 0.38871 hartree
- Energy above the lowest of the compared OMol25 structures with the same formula, charge and spin: 28.0 kcal per mole
- Total energy: -438.5129 Ha

Geometry as XYZ:
```
18
Properties=species:S:1:pos:R:3:forces:R:3
C 2.109460 -2.246521 0.566689 1.042 -0.022 -0.797
N 1.175824 -1.301298 0.003842 -0.618 -0.048 -0.218
C -0.074009 -1.690833 -0.361426 0.270 0.040 0.129
O -1.087746 -1.103004 -0.046196 -0.257 0.293 -0.253
H 1.769943 -2.776285 1.454115 -0.093 0.202 0.179
H 2.442872 -2.985214 -0.164550 -0.383 -0.153 -0.151
H 3.026079 -1.691528 0.750184 0.000 -0.007 0.488
H 1.183028 -0.371213 0.395713 0.136 0.094 0.570
H -0.104544 -2.562040 -1.022518 -0.021 -0.418 0.123
O -1.641935 1.327735 1.370312 0.337 -0.065 0.151
H -2.580709 1.123463 1.380533 0.005 0.069 0.026
H -1.236846 0.508422 1.037961 -0.264 -0.066 -0.239
O 1.380661 1.162399 1.693887 0.332 -0.814 -0.858
H 2.103754 1.426540 2.264987 -0.592 0.425 0.278
H 0.521185 1.555413 1.864964 0.102 0.467 0.579
O -2.608592 3.191987 -3.684757 0.024 0.020 -0.030
H -3.210759 3.855943 -3.337462 -0.007 0.001 0.020
H -3.167666 2.576034 -4.166279 -0.014 -0.019 0.003
```
Forces are in eV/Å.

***

(3)
This record from OMol25 describes C2H6N2O2 as an isolated structure. The level of theory is ωB97M-V/def2-TZVPD.

- LUMO: 0.871 eV
- Highest occupied orbital energy: -8.90 eV
- HOMO-LUMO gap: 0.35901 hartree
- Energy above the lowest of the compared OMol25 structures with the same formula, charge and spin: 126.8 kcal per mole
- Total energy: -339.6306 Ha

Geometry as XYZ:
```
12
Properties=species:S:1:pos:R:3:forces:R:3
C 0.590635 0.835899 -0.069855 0.321 0.433 -0.018
O 1.019390 -0.589636 1.847587 0.432 -0.272 0.410
N 0.076918 0.008037 1.028235 -0.141 0.084 -0.191
H 1.679941 -1.072610 1.314467 -0.229 0.148 -0.135
H 0.255056 1.876549 -0.006814 0.017 -0.045 -0.148
H 1.678318 0.806178 -0.203817 -0.030 0.005 0.146
C -0.567865 -0.853971 0.030032 -0.289 -0.455 0.037
O -1.098830 0.647345 -1.792064 -0.510 0.327 -0.369
N -0.106194 0.009719 -1.065516 0.165 -0.101 0.176
H -1.719010 1.107064 -1.194434 0.231 -0.152 0.098
H -1.654260 -0.908204 0.157876 0.040 -0.012 -0.150
H -0.154099 -1.866370 -0.045698 -0.007 0.039 0.144
```
Forces are in eV/Å.